# 1
11
Properties=species:S:1:pos:R:3:nbo_charge:R:1 method="wB97M-V/def2-TZVPD" total_charge=0 total_energy_ev=-6291.4330 gap_ev=10.54 lumo_ev=1.1536
C -0.149 -1.224 -0.002 -0.107
H -1.261 1.663 -0.775 0.196
C 0.679 0.913 -0.020 -0.217
H 2.103 -0.717 0.112 0.218
H -0.468 -1.456 1.032 0.165
O -1.126 -0.396 -0.608 -0.511
C 1.086 -0.350 0.034 -0.217
H -1.282 1.012 0.883 0.167
C -0.831 0.902 -0.120 -0.108
H 1.291 1.808 0.015 0.218
H -0.055 -2.165 -0.550 0.196


# 2
58
Properties=species:S:1:pos:R:3:nbo_charge:R:1 method="wB97M-V/def2-TZVPD" total_charge=+1 total_energy_ev=-35472.3801 gap_ev=4.57 lumo_ev=-4.9044
H -6.367 4.101 -0.495 0.202
H -8.380 7.749 0.095 0.213
O 6.019 -0.793 -0.982 -0.722
H 1.199 -3.698 -0.317 0.173
C -3.188 3.557 0.303 -0.076
N 1.209 -5.963 1.862 -0.516
H -0.766 4.002 2.430 0.206
H -10.112 6.148 -1.240 0.225
N -7.086 6.059 -0.038 -0.509
C -7.187 4.797 -0.564 -0.087
H 2.246 -2.464 -2.902 0.215
C 1.642 1.914 -0.295 0.028
H 5.884 -2.900 -1.402 0.195
C 6.317 -2.179 -0.666 -0.270
H 0.514 -3.085 -2.874 0.251
H 2.424 -2.100 0.892 0.252
H -2.646 5.951 2.497 0.232
H -1.490 2.356 0.680 0.390
H -0.093 -1.885 0.244 0.463
C -3.597 4.730 0.878 -0.279
C 2.514 -1.971 -0.222 -0.486
C -2.632 5.083 1.858 -0.291
H 3.458 -2.500 -0.502 0.244
H 4.162 -7.332 2.015 0.225
C 2.550 -0.452 -0.483 0.044
N -2.014 3.183 0.901 -0.517
H 0.459 -5.453 1.429 0.405
H 7.416 -2.341 -0.618 0.223
C -8.257 6.736 -0.251 -0.073
C -8.432 4.672 -1.123 -0.291
C -1.667 4.113 1.848 -0.089
H -4.490 5.275 0.624 0.210
O 4.944 -1.182 -3.093 -0.902
H -6.280 6.430 0.430 0.406
H 1.810 -4.202 -2.406 0.234
H 0.870 2.626 0.063 0.253
C 1.518 -3.122 -2.378 -0.650
C -9.110 5.902 -0.925 -0.305
H 2.680 -7.582 4.275 0.231
H 4.377 1.954 -1.831 0.429
O 0.032 -2.059 -0.703 -0.706
C 2.389 -7.087 3.362 -0.301
N 3.587 1.538 -1.324 -0.218
H 5.665 -0.721 -3.560 0.524
C 2.410 -6.262 1.272 -0.100
H 0.643 0.120 0.491 0.243
H 0.324 -6.342 3.766 0.216
C 1.288 -2.721 -0.868 0.116
H 5.892 -2.404 0.344 0.193
C 1.538 0.481 -0.055 -0.127
C 1.189 -6.468 3.135 -0.071
H -8.814 3.794 -1.620 0.220
N 2.706 2.403 -0.922 -0.134
H 2.622 -5.954 0.260 0.198
B 4.911 -0.647 -1.804 1.167
C 3.665 0.193 -1.199 -0.035
H -3.628 2.956 -0.477 0.216
C 3.164 -6.957 2.180 -0.285


# 3
41
Properties=species:S:1:pos:R:3:nbo_charge:R:1 method="wB97M-V/def2-TZVPD" total_charge=0 total_energy_ev=-24479.7725 gap_ev=3.64 lumo_ev=-1.9424
H 1.256 -4.684 -1.682 0.219
H 1.240 1.014 -4.382 0.232
H -4.457 -2.981 -0.852 0.198
H 0.635 1.903 5.051 0.228
N -0.496 -2.128 -0.624 -0.624
H 1.189 -0.495 4.642 0.232
H -3.952 -4.441 -1.739 0.207
H 0.398 4.294 -1.732 0.216
C 0.804 0.535 1.400 -0.173
H 0.734 3.428 -3.994 0.227
H 0.305 3.454 3.165 0.224
H -2.430 -1.143 -0.578 0.170
C 1.042 1.375 -3.374 -0.238
C 1.043 -0.321 2.506 -0.093
N -1.315 -4.230 -0.846 -0.533
C 0.501 2.400 2.963 -0.290
C 0.178 4.194 0.871 -0.415
C 0.816 0.952 -0.987 -0.071
H 1.304 -4.689 0.094 0.209
H 0.073 4.789 -0.032 0.225
N 0.438 2.790 0.559 -0.334
H 1.913 -3.270 -0.808 0.187
C -1.850 -2.054 -0.649 -0.178
C -2.371 -3.377 -0.781 0.060
H -4.025 -4.463 0.031 0.203
C 1.152 -4.055 -0.790 -0.636
C -0.194 -3.462 -0.755 0.251
C 0.566 3.225 -1.859 -0.268
C 0.565 1.933 1.639 0.301
C 0.997 0.169 3.800 -0.239
C 0.701 1.527 4.032 -0.129
H 0.995 4.619 1.468 0.217
C 0.826 0.067 0.087 0.041
H 0.999 -0.983 -0.093 0.304
C 0.590 2.359 -0.749 0.215
C 0.773 2.739 -3.151 -0.127
H -0.749 4.289 1.449 0.221
H 1.254 -0.570 -2.444 0.255
C -3.777 -3.838 -0.838 -0.625
C 1.055 0.494 -2.307 -0.113
H 1.273 -1.366 2.290 0.244


# 4
2
Properties=species:S:1:pos:R:3:nbo_charge:R:1 method="wB97M-V/def2-TZVPD" total_charge=0 total_energy_ev=-21666.0634 gap_ev=5.53 lumo_ev=-4.1079
S -0.515 -0.429 -1.065 0.000
S 0.515 0.429 1.065 0.000


# 5
21
Properties=species:S:1:pos:R:3:nbo_charge:R:1 method="wB97M-V/def2-TZVPD" total_charge=0 total_energy_ev=-20331.5556 gap_ev=8.66 lumo_ev=0.7238
C -0.909 1.610 -1.571 -0.633
C 2.522 -0.319 0.925 -0.654
S -0.145 -1.054 1.737 1.288
H 3.312 -0.940 0.728 0.220
C -1.148 0.865 -0.252 -0.002
C 1.261 -1.022 0.541 -0.146
H -3.386 0.910 0.002 0.221
H 2.613 -0.251 2.060 0.214
O -1.029 -2.116 1.297 -0.971
H -2.466 2.337 0.599 0.211
H 2.678 0.672 0.543 0.229
H -2.431 0.916 1.524 0.214
C -2.497 1.271 0.477 -0.617
H -0.214 2.342 -1.505 0.220
H -0.597 0.880 -2.403 0.220
C -0.329 0.129 0.451 -0.257
H -1.852 2.063 -1.980 0.218
H 0.528 -2.772 -0.323 0.258
C 1.153 -1.880 -0.630 -0.682
H 0.810 -1.268 -1.467 0.233
H 2.126 -2.373 -0.751 0.216


# 6
27
Properties=species:S:1:pos:R:3:nbo_charge:R:1 method="wB97M-V/def2-TZVPD" total_charge=-1 total_energy_ev=-20446.4438 gap_ev=8.12 lumo_ev=3.1339
H 0.457 -0.878 1.610 0.244
H 2.486 1.878 -0.561 0.483
H -1.818 -1.469 1.970 0.208
C 2.855 0.430 0.562 0.960
C -1.474 -0.476 2.367 -0.607
H 0.183 0.887 2.154 0.222
C -0.491 -0.514 -0.961 -0.345
H -0.924 1.671 -3.361 0.190
O 1.148 -2.436 -0.470 -0.941
H -0.977 2.377 0.788 0.203
O 2.975 1.288 1.503 -0.804
O 2.584 0.921 -0.705 -0.744
H -1.467 3.168 -1.619 0.190
C -0.973 1.279 -2.403 -0.240
H -0.923 -0.522 3.386 0.200
B -0.074 -1.996 -0.769 1.095
H -0.743 -0.786 -2.999 0.201
O 2.806 -0.834 0.727 -0.815
C -0.747 -0.072 -2.247 -0.180
C -0.499 0.431 0.124 0.037
H -0.822 -3.802 -0.647 0.477
C -1.104 2.141 -1.352 -0.212
C -0.230 0.013 1.551 -0.436
H -2.227 0.263 2.551 0.191
O -1.136 -2.860 -0.966 -0.900
C -0.797 1.772 -0.058 -0.227
H 1.931 -1.872 -0.174 0.552